[1]
Entry from OMol25: a structure of composition C30H86FeN4O15P at a distorted geometry (wB97M-V/def2-TZVPD).

Each line ends with the Mulliken spin population.
Element x y z (Å)
Fe -1.32 -1.28 -1.60  4.323
P 0.16 -0.44 0.02  -0.092
O -1.31 0.06 -0.12  0.070
O 1.08 0.09 1.08  -0.013
O 0.42 -0.28 -1.53  0.281
O -0.27 -1.94 -0.08  0.152
C 5.86 -0.44 0.50  0.000
C 4.58 -0.05 1.22  0.000
O 3.56 -0.99 0.93  0.000
H 6.15 -1.44 0.81  0.000
H 6.64 0.26 0.81  0.000
H 5.81 -0.34 -0.59  0.000
H 4.30 0.96 0.89  0.000
H 4.76 0.00 2.30  0.000
H 2.69 -0.56 0.99  0.004
C 1.93 2.79 4.85  0.000
C 1.02 1.77 4.18  0.000
O 1.82 0.72 3.65  0.000
H 2.66 3.22 4.16  0.000
H 2.53 2.26 5.61  0.000
H 1.39 3.60 5.33  0.000
H 0.53 2.26 3.33  0.000
H 0.28 1.43 4.91  0.000
H 1.49 0.51 2.76  -0.002
C -2.94 -4.96 2.94  0.000
C -1.97 -3.87 2.57  -0.001
O -1.72 -3.94 1.15  -0.002
H -2.60 -5.94 2.63  0.000
H -3.91 -4.78 2.44  0.000
H -3.17 -4.95 4.00  0.000
H -1.03 -4.07 3.11  0.000
H -2.28 -2.85 2.81  0.000
H -1.05 -3.25 0.95  -0.006
C 4.78 0.73 -3.28  0.000
C 3.39 1.13 -2.83  -0.002
O 2.46 0.13 -3.23  0.002
H 5.50 1.44 -2.85  0.000
H 4.96 0.68 -4.35  0.000
H 5.01 -0.26 -2.88  0.000
H 3.11 2.09 -3.27  0.000
H 3.38 1.19 -1.74  -0.001
H 1.74 0.09 -2.56  -0.021
C -2.86 -0.25 4.56  0.000
C -2.07 0.11 3.31  0.002
O -2.87 -0.16 2.17  0.001
H -3.16 -1.29 4.56  0.000
H -3.79 0.33 4.54  0.000
H -2.28 0.00 5.45  0.000
H -1.11 -0.42 3.33  -0.003
H -1.85 1.19 3.31  0.001
H -2.27 -0.15 1.39  0.016
C 0.90 2.67 -5.57  0.000
C -0.06 3.07 -4.47  0.001
O -0.48 1.93 -3.73  0.000
H 0.42 1.98 -6.26  0.000
H 1.84 2.30 -5.18  0.000
H 1.15 3.56 -6.16  0.000
H -0.94 3.56 -4.91  0.000
H 0.39 3.77 -3.76  0.000
H -0.55 2.18 -2.78  0.000
C 2.94 4.51 0.25  0.000
C 2.20 3.44 1.03  0.001
O 1.60 2.57 0.08  0.000
H 3.34 5.31 0.87  0.000
H 2.37 4.88 -0.61  0.000
H 3.80 4.04 -0.24  0.000
H 1.42 3.94 1.62  0.000
H 2.86 2.88 1.69  0.000
H 1.36 1.72 0.53  -0.002
C 3.33 -4.38 2.80  0.000
C 1.91 -3.98 2.45  0.000
C 1.49 -2.81 3.35  0.000
O 1.19 -3.29 4.66  0.000
C 0.97 -2.22 5.54  0.000
N 1.81 -3.60 1.05  0.003
H 3.75 -5.11 2.10  0.000
H 3.43 -4.83 3.79  0.000
H 3.95 -3.50 2.64  0.000
H 1.13 -4.72 2.66  0.000
H 0.59 -2.33 2.94  0.000
H 2.28 -2.05 3.45  0.000
H 0.86 -2.56 6.56  0.000
H 0.08 -1.65 5.24  0.000
H 1.81 -1.51 5.53  0.000
H 2.40 -2.77 0.91  0.000
H 0.90 -3.20 0.83  -0.006
C -1.57 -0.68 -5.89  0.004
C -1.55 -1.43 -4.57  0.007
C -0.15 -1.96 -4.28  -0.008
O -0.11 -2.54 -2.97  0.035
C 1.12 -3.15 -2.64  -0.001
N -1.91 -0.49 -3.44  0.092
H -0.83 0.12 -5.90  -0.001
H -2.55 -0.19 -6.01  0.000
H -1.37 -1.32 -6.74  0.000
H -2.31 -2.22 -4.60  -0.003
H 0.57 -1.14 -4.33  -0.001
H 0.11 -2.77 -4.98  0.003
H 1.12 -3.53 -1.62  0.003
H 1.98 -2.49 -2.77  0.000
H 1.30 -4.04 -3.27  0.002
H -2.82 -0.10 -3.69  0.011
H -1.33 0.34 -3.70  -0.012
C -4.54 -4.28 -1.19  0.006
C -3.79 -3.03 -1.64  0.004
C -4.32 -1.82 -0.88  -0.001
O -3.63 -0.65 -1.26  0.022
C -4.28 0.55 -0.86  0.002
N -2.31 -3.15 -1.46  0.116
H -4.18 -5.11 -1.80  -0.001
H -5.60 -4.12 -1.40  0.000
H -4.40 -4.51 -0.13  -0.001
H -3.94 -2.93 -2.72  -0.005
H -4.29 -1.99 0.20  -0.002
H -5.40 -1.78 -1.11  0.003
H -4.45 0.57 0.21  0.001
H -5.15 0.76 -1.48  0.003
H -3.56 1.35 -1.05  -0.001
H -2.03 -4.02 -1.93  0.004
H -2.26 -3.52 -0.48  -0.009
C -2.20 3.58 1.12  0.001
C -2.02 3.82 -0.38  0.000
C -1.27 5.11 -0.63  0.000
O -2.01 6.20 -0.13  0.000
C -1.31 7.40 -0.18  0.000
N -1.24 2.75 -0.98  0.004
H -1.22 3.66 1.62  0.000
H -2.54 2.55 1.27  0.002
H -2.86 4.26 1.65  0.000
H -3.01 3.91 -0.84  0.000
H -1.00 5.27 -1.68  0.000
H -0.30 5.04 -0.10  0.000
H -1.94 8.23 0.15  0.000
H -0.97 7.68 -1.19  0.000
H -0.41 7.35 0.45  0.000
H -1.57 1.82 -0.69  0.014
H -0.29 2.74 -0.61  0.002

As for the expectation value of S²: 8.76. The value obtained for the HOMO-LUMO gap (alpha / beta) is 0.308 / 0.273 Ha. As for the energy above the lowest of the compared OMol25 structures with the same formula, charge and spin: 50.1 kJ/mol. The highest occupied orbital energy (alpha / beta) comes out at -0.3106 / -0.3109 Eh. Its multiplicity is 6.

***

[2]
Entry from OMol25: a cluster of 2 separate species, C4H12O2 in total at a distorted geometry (wB97M-V/def2-TZVPD).

Each line ends with the natural charge from an NBO analysis.
Element x y z (Å)
C 2.15 -0.36 -1.63  -0.607
C 1.48 -0.59 -0.34  -0.449
C 0.07 -0.23 -0.61  0.117
C -0.81 0.13 0.64  -0.633
O -0.63 -1.46 -1.06  -0.745
H 2.43 0.67 -1.71  0.210
H 1.49 -0.69 -2.47  0.218
H 3.04 -1.13 -1.79  0.209
H 1.38 -1.62 0.02  0.230
H 1.97 -0.07 0.53  0.210
H -0.09 0.49 -1.30  0.162
H -1.70 0.63 0.26  0.193
H -1.21 -0.72 1.16  0.219
H -0.28 0.81 1.26  0.199
H -1.54 -1.17 -1.41  0.465
H -2.26 2.30 2.33  0.468
H -2.71 0.99 3.04  0.472
O -2.77 2.00 3.08  -0.937

As for the SMILES: CC[C@H](C)O.O. The value obtained for the HOMO-LUMO gap is 0.399 Ha. As for the energy above the lowest of the compared OMol25 structures with the same formula, charge and spin: 111.8 kJ/mol. The highest occupied orbital energy comes out at -0.3730 Eh. Its multiplicity is 1.

***

[3]
Entry from OMol25: an isolated molecule of C4H6N2O2 at a distorted geometry (wB97M-V/def2-TZVPD).

Each line ends with the natural charge from an NBO analysis.
Element x y z (Å)
C 0.74 -1.40 1.76  -0.663
C 0.24 -0.55 0.58  0.472
C -0.88 1.03 -1.28  -0.356
C 0.12 1.72 -0.24  0.798
H 0.68 -2.51 1.48  0.243
H 0.26 -1.22 2.70  0.232
H 1.86 -1.23 1.75  0.235
H -0.92 -0.71 -2.18  0.361
H -0.86 1.59 -2.20  0.235
H -1.84 0.94 -0.78  0.201
N -0.11 -1.07 -0.53  -0.296
N -0.30 -0.27 -1.60  -0.421
O 0.51 2.85 -0.21  -0.525
O 0.51 0.83 0.75  -0.517

As for the SMILES: CC1=NNCC(=O)O1. The value obtained for the HOMO-LUMO gap is 0.367 Ha. As for the energy above the lowest of the compared OMol25 structures with the same formula, charge and spin: 176.4 kJ/mol. The highest occupied orbital energy comes out at -0.3370 Eh. Its multiplicity is 1.

***

[4]
Entry from OMol25: a cluster of 2 separate species, BrCl2PS in total at a distorted geometry (wB97M-V/def2-TZVPD).

Each line ends with the natural charge from an NBO analysis.
Element x y z (Å)
P 0.81 0.25 -0.09  0.676
S -0.02 0.23 -1.91  -0.262
Cl -0.38 -0.19 1.58  -0.238
Cl -0.54 -3.31 0.62  0.000
Br 1.67 2.35 0.46  -0.176

The value obtained for the HOMO-LUMO gap (alpha / beta) is 0.257 / 0.196 Ha. As for the energy above the lowest of the compared OMol25 structures with the same formula, charge and spin: 255.4 kJ/mol. The highest occupied orbital energy (alpha / beta) comes out at -0.3738 / -0.3483 Eh. Its multiplicity is 1.

***

[5]
Entry from OMol25: a cluster of 2 separate species, C4H7N3 in total (wB97M-V/def2-TZVPD).

Each line ends with the natural charge from an NBO analysis.
Element x y z (Å)
C -0.85 -1.06 -1.92  -0.398
N 0.30 -0.37 -1.33  -0.603
C 0.68 -0.59 -0.06  0.303
N 1.68 -0.15 0.58  -0.135
N 2.00 0.57 1.56  -0.461
C -0.51 1.27 2.18  -0.195
C -1.33 0.94 1.36  -0.305
H -0.93 -2.04 -1.45  0.220
H -1.79 -0.50 -1.78  0.187
H -0.72 -1.20 -3.00  0.201
H 0.58 0.49 -1.77  0.381
H 2.95 0.31 1.85  0.320
H 0.25 1.54 2.88  0.253
H -2.21 0.76 0.77  0.232

The value obtained for the HOMO-LUMO gap is 0.341 Ha. As for the energy above the lowest of the compared OMol25 structures with the same formula, charge and spin: 516.9 kJ/mol. The highest occupied orbital energy comes out at -0.3133 Eh. Its multiplicity is 1.

***

[6]
Entry from OMol25: a cluster of 11 separate species, C6H37N2O10 in total at a distorted geometry (wB97M-V/def2-TZVPD).

Each line ends with the natural charge from an NBO analysis.
Element x y z (Å)
N 0.72 0.82 1.25  -0.759
C 0.27 1.70 0.13  -0.133
C 0.35 3.08 0.71  -0.709
C 1.27 1.84 -1.16  -0.196
N 1.72 0.56 -1.76  -0.495
C 2.99 -0.06 -1.64  -0.202
C 3.17 -0.95 -2.87  -0.617
C 0.64 -0.37 -1.61  -0.460
H 0.59 -0.23 1.02  0.439
H 0.04 1.00 2.11  0.466
H 1.62 0.88 1.56  0.433
H -0.64 1.35 -0.43  0.239
H 0.17 3.14 1.78  0.216
H 1.36 3.64 0.64  0.220
H -0.43 3.58 0.19  0.237
H 2.29 2.27 -0.87  0.205
H 0.82 2.48 -1.91  0.208
H 3.21 -0.53 -0.69  0.186
H 3.68 0.87 -1.66  0.189
H 4.19 -1.29 -2.89  0.211
H 2.47 -1.79 -2.95  0.214
H 3.12 -0.24 -3.73  0.214
H 0.52 -1.06 -0.64  0.130
H 0.68 -1.24 -2.53  0.203
H -0.40 0.08 -1.48  0.212
H -4.99 0.14 1.42  0.478
H -4.20 0.85 0.22  0.432
O -4.87 0.44 0.54  -1.058
H 3.28 0.77 2.50  0.470
H 4.32 1.89 2.30  0.488
O 3.57 1.34 1.84  -0.963
H -1.92 3.57 -2.32  0.464
H -2.92 3.57 -1.27  0.459
O -2.23 3.04 -1.64  -1.009
H 0.23 -3.46 0.46  0.503
H 0.64 -4.66 1.40  0.482
O 0.95 -3.89 0.96  -0.983
H -2.34 -1.80 1.94  0.443
H -1.01 -1.78 1.14  0.454
O -1.32 -1.40 1.98  -1.090
H -0.40 2.53 4.16  0.461
H 0.14 1.30 4.73  0.473
O 0.22 1.86 3.98  -1.012
H 3.31 -2.31 2.07  0.459
H 1.95 -2.65 1.61  0.496
O 2.49 -1.96 1.95  -0.990
H -1.46 0.13 -3.27  0.471
H -2.67 0.99 -2.45  0.504
O -2.31 0.30 -3.14  -1.000
H -2.61 -3.27 -0.69  0.506
H -2.11 -4.10 0.36  0.455
O -1.85 -3.32 -0.10  -1.003
H -3.77 -1.85 -1.96  0.490
H -3.96 -0.96 -0.57  0.499
O -3.67 -1.77 -0.99  -1.032

As for the expectation value of S²: 0.75. The value obtained for the HOMO-LUMO gap (alpha / beta) is 0.095 / 0.312 Ha. As for the energy above the lowest of the compared OMol25 structures with the same formula, charge and spin: 356.3 kJ/mol. The highest occupied orbital energy (alpha / beta) comes out at -0.0868 / -0.3092 Eh. Its multiplicity is 2.